# C23H29NO2

C23H29NO2 in the gas phase (wB97M-V/def2-TZVPD, OMol25).

Geometry as XYZ:
```
55
Properties=species:S:1:pos:R:3:forces:R:3:lowdin_charge:R:1
C -6.257 -2.980 0.771 -0.18 -0.18 0.09 -0.0868
O -5.284 -2.072 0.321 0.20 0.36 -0.12 -0.0957
C -5.588 -0.740 0.291 0.15 0.21 -0.08 -0.2221
C -6.818 -0.221 0.671 -0.09 -0.25 0.06 -0.0273
C -7.052 1.143 0.610 0.05 0.05 -0.02 -0.0884
C -6.060 2.000 0.172 -0.10 0.13 0.01 -0.0946
C -4.833 1.489 -0.207 -0.03 -0.23 0.04 -0.0302
C -4.568 0.124 -0.163 -0.48 0.01 0.16 -0.1439
C -3.283 -0.443 -0.545 0.41 -0.13 -0.20 -0.0365
C -2.287 0.183 -1.168 -0.12 -0.30 0.08 -0.0841
C -0.996 -0.474 -1.535 0.03 -0.01 -0.07 -0.2080
N 0.137 0.319 -1.087 -0.05 -0.08 -0.02 -0.1675
C 1.392 -0.204 -1.589 0.18 0.13 -0.16 -0.1886
C 2.544 0.726 -1.225 -0.08 -0.12 0.06 -0.1065
C 2.663 0.960 0.285 0.09 0.40 0.02 -0.4255
C 3.651 2.114 0.530 0.15 -0.45 0.14 -0.2139
O 3.192 3.289 -0.104 -0.12 0.35 -0.15 -0.0554
C 3.161 -0.288 1.051 -0.06 0.20 -0.17 -0.0900
C 4.535 -0.750 0.662 0.00 -0.12 0.10 -0.2294
C 5.656 -0.313 1.358 -0.02 -0.03 -0.01 -0.0545
C 6.925 -0.728 0.997 0.11 0.03 0.03 -0.0842
C 7.096 -1.596 -0.068 0.10 -0.02 -0.02 -0.0964
C 5.987 -2.052 -0.760 0.04 -0.06 -0.08 -0.0813
C 4.719 -1.636 -0.394 0.01 0.00 0.03 -0.0463
C 1.278 1.379 0.797 0.00 -0.17 -0.10 -0.1093
C 0.175 0.423 0.359 0.00 0.24 0.19 -0.1813
H -5.790 -3.962 0.711 -0.08 0.05 0.02 0.0940
H -7.148 -2.966 0.135 0.03 0.02 0.04 0.0961
H -6.546 -2.781 1.808 0.00 0.00 -0.06 0.0964
H -7.606 -0.871 1.018 -0.03 -0.08 0.02 0.0997
H -8.015 1.528 0.910 -0.07 0.03 0.02 0.1020
H -6.241 3.064 0.130 -0.01 0.08 0.00 0.0995
H -4.058 2.163 -0.537 0.10 0.07 -0.03 0.1059
H -3.167 -1.490 -0.297 0.16 -0.06 0.00 0.1127
H -2.353 1.222 -1.455 -0.09 0.21 -0.04 0.1104
H -0.933 -0.541 -2.628 0.04 -0.07 0.06 0.1245
H -0.967 -1.503 -1.129 -0.01 0.06 -0.06 0.1266
H 1.322 -0.271 -2.679 0.01 -0.08 0.06 0.1231
H 1.581 -1.225 -1.206 -0.05 -0.01 -0.04 0.1158
H 3.480 0.326 -1.620 0.04 0.05 -0.05 0.1153
H 2.360 1.695 -1.689 0.04 -0.03 -0.09 0.1244
H 3.746 2.284 1.613 0.02 -0.09 -0.02 0.1302
H 4.638 1.833 0.136 -0.10 0.02 0.08 0.1255
H 3.842 3.985 0.030 -0.05 -0.06 -0.03 0.0937
H 2.454 -1.101 0.884 -0.02 -0.02 0.10 0.1118
H 3.152 -0.051 2.118 -0.07 -0.04 0.03 0.1269
H 5.533 0.357 2.198 -0.03 0.07 0.09 0.1123
H 7.784 -0.377 1.551 0.06 0.02 0.04 0.1011
H 8.086 -1.921 -0.352 0.07 -0.03 -0.02 0.0989
H 6.109 -2.739 -1.584 0.01 -0.05 -0.06 0.1019
H 3.861 -2.013 -0.931 -0.12 -0.02 -0.05 0.1072
H 1.061 2.365 0.386 -0.07 0.03 0.08 0.1224
H 1.283 1.451 1.886 0.03 0.05 0.08 0.1247
H -0.791 0.809 0.695 0.10 -0.09 0.07 0.1188
H 0.314 -0.570 0.828 -0.08 0.00 -0.04 0.1257
```
Forces are in eV/Å.

The LUMO energy comes out at 0.029 Eh. The value obtained for the HOMO energy is -8.0 eV. The orbital gap is 8.8052 eV.

***

# C23H30BaNP

A molecular structure, C23H30BaNP in a non-equilibrium geometry (wB97M-V/def2-TZVPD, OMol25).

Geometry as XYZ:
```
56
Properties=species:S:1:pos:R:3:forces:R:3:lowdin_charge:R:1
C 0.779 2.441 -3.193 0.01 -0.29 0.31 -0.0735
C -0.501 1.980 -2.868 -0.34 0.00 0.20 -0.0514
C -0.721 1.060 -1.822 1.17 1.02 -0.97 -0.2566
C 0.388 0.595 -1.061 -0.32 5.76 -8.41 -0.5557
C 1.694 1.016 -1.453 -1.19 0.48 -0.60 -0.3418
C 1.882 1.937 -2.498 0.02 -0.04 0.19 -0.0582
C -2.132 0.541 -1.615 0.43 0.14 0.14 -0.1272
C -2.160 -0.966 -1.303 -0.94 0.00 -0.33 -0.2466
N -2.390 -1.794 -2.485 0.18 -0.19 0.31 -0.2683
Ba 0.297 -0.777 0.467 -6.39 6.08 4.22 1.6914
C 2.892 0.349 -0.799 -0.03 -0.28 0.53 -0.2920
P 2.332 -1.403 -0.527 8.73 -2.99 -4.47 0.5563
H -1.366 2.332 -3.444 0.34 -0.03 0.10 0.1083
H 2.898 2.243 -2.774 -0.33 -0.09 0.03 0.1069
H 0.917 3.163 -4.006 -0.05 -0.32 0.32 0.1035
H 3.111 0.766 0.202 0.08 0.00 -0.33 0.0873
H 3.806 0.425 -1.416 -0.37 -0.14 0.30 0.1034
H -2.619 1.059 -0.776 0.36 0.02 -0.25 0.0871
H -2.722 0.759 -2.523 0.10 -0.32 0.40 0.1255
H -1.228 -1.258 -0.755 -1.96 -0.36 -1.64 -0.0389
C 3.698 -2.245 0.384 0.53 0.05 -0.23 -0.2650
C 2.393 -2.148 -2.212 0.42 0.11 -0.26 -0.2496
H -3.008 -1.143 -0.612 0.48 -0.08 -0.24 0.1314
C -1.224 -1.914 -3.349 0.07 0.11 -0.19 -0.0814
C -2.937 -3.094 -2.130 -0.08 -0.24 0.03 -0.1091
H 0.483 -1.716 2.001 -2.22 -5.95 3.12 -0.0658
H -1.487 -2.502 -4.245 0.10 0.21 0.39 0.0926
H -0.893 -0.917 -3.684 -0.09 -0.35 0.18 0.0916
H -0.357 -2.416 -2.851 -0.41 0.15 -0.12 0.0739
H -3.183 -3.659 -3.047 0.11 0.24 0.39 0.0875
H -2.239 -3.721 -1.521 -0.22 0.24 -0.24 0.0888
H -3.865 -2.957 -1.548 0.38 -0.09 -0.26 0.0880
H 3.410 -2.107 -2.640 -0.39 -0.07 0.06 0.0530
H 2.054 -3.197 -2.164 0.16 0.39 0.00 0.0477
H 1.697 -1.582 -2.853 0.34 -0.21 0.20 0.0336
H 4.655 -2.161 -0.161 -0.24 -0.08 0.33 0.0480
H 3.802 -1.781 1.379 0.03 -0.20 -0.32 0.0409
H 3.451 -3.312 0.518 0.07 0.44 -0.06 0.0460
H -0.007 -2.203 1.529 1.06 -3.38 6.67 -0.0861
C 1.185 1.711 5.176 -1.52 0.73 0.69 -0.0958
C 1.737 1.251 3.986 -0.18 -0.36 -1.25 -0.1040
C 0.952 1.181 2.838 0.68 0.30 1.81 -0.1192
C -0.406 1.581 2.846 -0.23 -0.23 -0.48 -0.2626
C -1.213 1.347 1.708 -1.09 -0.33 -1.53 -0.1385
C -2.583 1.687 1.779 2.07 -0.12 1.59 -0.1553
C -3.098 2.263 2.953 0.40 0.04 1.14 -0.1008
C -2.297 2.448 4.081 -1.30 -0.01 -1.08 -0.0604
C -0.946 2.085 4.045 0.13 0.20 0.99 -0.2069
C -0.150 2.145 5.211 1.80 -0.68 -0.05 -0.0203
H 1.790 1.732 6.077 -0.10 0.04 -0.05 0.0946
H 2.774 0.928 3.956 -0.06 0.05 0.00 0.0951
H 1.434 0.812 1.958 0.25 0.28 -0.47 0.0099
H -3.311 1.396 1.060 -0.31 -0.05 -0.89 0.0471
H -4.160 2.468 3.022 -0.07 0.16 0.05 0.0886
H -2.744 2.802 5.001 0.07 0.10 0.06 0.0991
H -0.564 2.472 6.156 -0.13 0.13 -0.04 0.1040
```
Forces are in eV/Å.

The LUMO energy (spin up / spin down) comes out at -0.016 / -0.016 Eh. The value obtained for the HOMO energy (spin up / spin down) is -6.0 / -6.0 eV. The orbital gap (spin up / spin down) is 5.5413 / 5.5411 eV.